ORCA calculation (the ωB97M-V functional and the def2-TZVPD basis) on a 3-piece molecular cluster, C6H7NO6 overall in a non-equilibrium geometry.

Geometry as XYZ:
```
20
Properties=species:S:1:pos:R:3:nbo_charge:R:1
N -2.844 1.638 -1.328 0.480
O -4.028 1.313 -1.503 -0.218
O -2.438 2.713 -0.895 -0.254
C 0.246 -0.507 -1.723 -0.227
C -0.209 0.565 -1.037 -0.284
C 0.328 1.222 0.170 0.345
C 0.397 -0.405 1.823 0.101
C 1.727 -0.989 1.747 0.264
C 1.156 -1.499 -1.152 0.368
O 2.227 -1.822 -1.681 -0.487
O 2.797 -0.399 1.862 -0.476
O 1.471 1.585 0.384 -0.471
O -0.642 -1.183 1.557 -0.650
H 0.096 -0.605 -2.811 0.243
H -0.942 1.161 -1.570 0.219
H -0.544 1.480 0.828 0.095
H 0.225 0.496 2.418 0.197
H 1.702 -2.103 1.619 0.125
H 0.770 -1.978 -0.217 0.131
H -1.494 -0.681 1.509 0.501
```

Calculated values
* net charge: 0
* max |F|: 0.100 hartree/bohr
* spin multiplicity: 1
* HOMO level (alpha / beta): -8.687 / -9.929 eV
* calculated total energy: -738.71492 Eh
* energy above the lowest of the compared OMol25 structures with the same formula, charge and spin: 22.2 kcal per mole